46
Properties=species:S:1:pos:R:3:forces:R:3 method="wB97M-V/def2-TZVPD" homo_energy_ev="-7.012 / -8.844" homo_lumo_gap_ev="6.69 / 5.92" spin_multiplicity=6
Mn 0.1978 -0.3008 0.7439 -3.24 1.31 0.72
C -2.9654 -0.6229 -3.7524 0.00 -0.02 0.00
C -1.9950 -1.6092 -3.6376 -0.09 0.03 -0.06
C -0.9071 -1.4244 -2.8056 0.14 0.05 0.23
C -0.7844 -0.2430 -2.0654 -0.51 0.01 -0.42
C -1.7731 0.7399 -2.1721 0.30 -0.02 0.08
C -2.8493 0.5498 -3.0186 -0.05 0.00 -0.04
N 0.2888 -0.0600 -1.1844 1.06 -0.31 -0.60
C 1.5675 -0.2658 -1.5884 0.13 0.27 -0.28
C 1.9838 -0.3381 -2.9338 0.05 -0.02 -0.05
C 3.3019 -0.6005 -3.2403 -0.14 0.02 -0.09
C 4.2341 -0.7841 -2.2203 -0.05 0.02 0.00
C 3.8670 -0.6676 -0.8847 -0.08 0.05 0.26
C 2.5546 -0.3688 -0.5511 0.82 -0.04 -0.55
N 2.0653 -0.1545 0.7057 0.83 0.34 0.21
N 2.7262 -0.5046 1.7983 0.70 -0.10 -0.36
C 1.9049 -0.5334 2.8609 -0.39 0.10 0.42
C 2.4038 -0.8061 4.1484 0.06 0.00 -0.17
C 1.5433 -0.7989 5.2156 -0.21 0.06 -0.05
C 0.1914 -0.5014 5.0063 0.13 -0.03 0.07
C -0.2491 -0.2724 3.7212 -0.23 0.00 -0.09
N 0.5610 -0.3075 2.6645 1.14 -0.19 0.82
H -3.8144 -0.7731 -4.4063 0.00 0.01 0.01
H -2.0948 -2.5345 -4.1898 0.02 0.00 0.00
H -0.1717 -2.2076 -2.6729 0.02 0.01 0.00
H -1.6623 1.6584 -1.6112 -0.05 0.00 0.03
H -3.6024 1.3227 -3.1010 0.00 -0.01 -0.01
H 1.2586 -0.1732 -3.7176 -0.03 -0.04 -0.01
H 3.6062 -0.6607 -4.2763 0.03 0.00 0.02
H 5.2643 -0.9971 -2.4732 0.01 -0.01 0.03
H 4.5905 -0.7853 -0.0903 0.00 -0.01 -0.01
H 3.4564 -1.0257 4.2514 0.00 0.03 -0.01
H 1.9010 -1.0188 6.2124 0.03 0.02 0.00
H -0.5091 -0.4610 5.8268 -0.02 -0.01 -0.02
H -1.2889 -0.0554 3.5128 0.00 -0.05 -0.03
Cl 0.1797 -2.4407 0.5804 -0.27 -1.61 -0.14
C -1.6294 0.3813 0.9129 0.38 0.70 0.09
C -0.7540 1.4195 0.9064 -0.64 -0.57 -0.01
C -1.1658 2.7260 0.9246 -0.02 0.18 0.00
Cl -0.0513 4.0496 0.8918 0.10 0.00 0.00
C -2.5479 2.9633 0.9532 0.13 -0.09 0.00
Cl -3.1446 4.5762 0.9777 0.01 0.05 -0.01
C -3.4548 1.8906 0.9569 0.12 -0.20 0.00
Cl -5.1453 2.2036 0.9660 -0.06 0.02 0.01
C -2.9874 0.5684 0.9413 -0.15 0.13 -0.02
Cl -4.1008 -0.7525 0.9140 0.03 -0.09 0.00

=====

54
Properties=species:S:1:pos:R:3:forces:R:3 method="wB97M-V/def2-TZVPD" total_charge=+1 homo_energy_ev="-12.879 / -12.877" homo_lumo_gap_ev="8.03 / 8.35" spin_multiplicity=4
Cr 0.6754 0.8938 -1.5479 -0.06 -0.08 0.15
O 2.0881 2.8563 3.6343 0.01 0.02 0.01
C 2.2528 1.5432 3.6186 0.02 0.00 -0.01
O 2.5489 0.9120 4.5933 -0.02 0.00 0.00
C 2.0254 0.8443 2.3119 0.02 -0.02 -0.02
C 2.1232 -0.5353 2.1138 -0.04 0.01 0.00
Cl 2.5562 -1.7688 3.1693 0.00 0.01 -0.01
N 1.7860 -0.8153 0.8391 0.00 -0.03 0.01
N 1.4863 0.3272 0.1936 -0.01 0.06 -0.02
C 1.6165 1.3251 1.0695 0.02 -0.03 0.04
C 1.2136 2.6692 0.5399 -0.03 0.01 0.05
O 1.3343 3.6823 1.1918 0.01 -0.02 -0.03
O 0.7205 2.5906 -0.6629 0.02 0.05 -0.03
C 1.5782 -2.1036 0.2309 0.00 0.01 0.00
C 0.4163 -2.7927 0.5448 0.01 0.00 -0.01
C 0.1847 -4.0192 -0.0584 -0.01 0.00 0.02
C 1.1086 -4.5296 -0.9609 0.00 -0.02 0.00
C 2.2687 -3.8279 -1.2570 0.02 0.01 0.00
C 2.5158 -2.6032 -0.6541 -0.02 -0.01 -0.02
H 1.8520 3.2399 2.7562 -0.01 0.00 0.00
H -0.2872 -2.3780 1.2579 0.01 0.00 0.00
H -0.7162 -4.5728 0.1717 0.01 0.00 0.00
H 0.9216 -5.4826 -1.4370 0.00 0.01 0.00
H 2.9835 -4.2335 -1.9595 0.00 0.00 0.01
H 3.4175 -2.0446 -0.8695 0.00 0.00 0.00
O -2.7017 -3.6703 -2.2293 -0.01 -0.02 -0.01
C -3.2500 -2.8672 -1.3315 -0.01 0.01 -0.01
O -4.2385 -3.1544 -0.7178 0.02 -0.01 0.01
C -2.5626 -1.5591 -1.0784 -0.02 0.03 -0.01
C -2.9792 -0.6019 -0.1499 0.04 -0.02 0.02
Cl -4.3163 -0.5665 0.8669 0.01 0.00 -0.01
N -2.0894 0.4107 -0.1420 -0.01 0.01 0.02
N -1.1170 0.1596 -1.0383 0.04 -0.02 -0.05
C -1.3858 -1.0219 -1.5966 -0.05 -0.01 0.02
C -0.3361 -1.5082 -2.5510 0.00 -0.05 0.03
O -0.4645 -2.5319 -3.1845 0.00 0.04 0.00
O 0.6959 -0.7146 -2.5851 0.02 0.00 -0.06
C -2.0123 1.5264 0.7646 0.00 -0.01 -0.01
C -1.5495 1.2904 2.0505 0.00 0.01 -0.01
C -1.4384 2.3595 2.9261 0.00 -0.02 0.01
C -1.7845 3.6362 2.5033 -0.01 0.01 0.01
C -2.2519 3.8510 1.2144 -0.01 0.00 -0.02
C -2.3752 2.7884 0.3313 0.02 0.01 0.01
H -1.8957 -3.2973 -2.6597 0.01 0.00 0.01
H -1.2924 0.2839 2.3607 0.00 0.01 0.00
H -1.0786 2.1974 3.9337 0.00 0.00 0.00
H -1.6886 4.4702 3.1853 0.00 -0.01 -0.01
H -2.5209 4.8481 0.8942 0.00 -0.01 0.00
H -2.7427 2.9367 -0.6759 0.00 0.00 0.00
Br -0.0689 2.2016 -3.7272 0.03 0.03 -0.03
C 1.8141 2.4096 -4.1505 -0.01 -0.01 0.02
Br 2.9145 1.5683 -2.7905 0.00 0.02 -0.05
H 2.0414 3.4668 -4.1605 0.00 0.02 0.00
H 2.0041 1.9118 -5.0915 0.01 -0.01 -0.02

=====

55
Properties=species:S:1:pos:R:3:forces:R:3 method="wB97M-V/def2-TZVPD" total_charge=-1 homo_energy_ev=-5.029 homo_lumo_gap_ev=6.43
Ta 0.8903 -0.2074 0.5173 -0.41 -0.32 -0.28
O 0.3552 2.8047 -4.2057 -0.09 0.17 -0.08
C -0.3635 3.4548 -3.2725 0.01 -0.02 -0.10
C -0.9746 4.6541 -3.6368 0.00 0.01 -0.01
C -1.7371 5.3534 -2.7221 0.02 0.00 -0.01
C -1.9073 4.8798 -1.4234 0.01 0.02 0.02
C -1.2959 3.6998 -1.0549 0.03 0.01 0.01
C -0.5216 2.9745 -1.9646 -0.04 -0.04 0.06
C 0.1054 1.7254 -1.5210 -0.07 0.08 0.03
O -0.0429 1.3896 -0.2719 0.11 0.12 0.16
N 0.7754 0.9893 -2.3573 0.03 -0.10 0.03
N 1.3069 -0.1184 -1.7085 -0.03 0.02 -0.03
C 2.0676 -0.8698 -2.4112 -0.01 0.02 0.03
C 2.7823 -2.0271 -1.9144 0.01 -0.01 -0.01
C 3.6465 -2.7039 -2.7810 -0.01 0.01 0.00
C 4.3784 -3.7901 -2.3507 0.00 -0.01 0.00
C 4.2488 -4.2157 -1.0291 0.00 -0.01 0.00
C 3.3987 -3.5696 -0.1542 0.02 0.01 -0.02
C 2.6602 -2.4709 -0.5885 -0.02 -0.02 -0.16
O 1.8368 -1.8681 0.2549 0.14 0.07 0.09
H 0.6884 1.9743 -3.8010 0.07 -0.09 0.04
H -0.8366 5.0102 -4.6491 0.00 0.00 0.00
H -2.2050 6.2827 -3.0236 0.00 0.00 0.00
H -2.4992 5.4334 -0.7065 0.01 -0.01 0.00
H -1.3976 3.3118 -0.0500 -0.01 0.00 0.01
H 2.2118 -0.5944 -3.4536 -0.01 -0.01 0.00
H 3.7377 -2.3526 -3.8025 0.00 0.00 0.00
H 5.0487 -4.3013 -3.0279 0.00 0.00 0.00
H 4.8253 -5.0624 -0.6784 0.00 0.00 0.00
H 3.2959 -3.8788 0.8765 0.00 0.00 0.00
S -6.3436 -1.7357 1.8046 0.01 0.03 -0.02
C -4.7425 -1.4634 1.5228 0.00 -0.08 0.03
S -3.6707 -0.7737 2.6853 -0.01 0.03 0.00
C -2.2191 -0.8232 1.7172 0.01 0.06 0.02
C -2.3444 -1.3356 0.4824 -0.02 0.06 -0.06
S -1.0193 -1.5035 -0.6194 0.06 -0.06 0.06
S -3.9508 -1.8577 0.0391 -0.01 0.02 -0.01
S -0.7050 -0.2774 2.3793 -0.03 -0.06 0.09
Br 0.9862 6.6793 0.5471 -0.03 -0.02 -0.04
C -0.4320 6.1365 1.6756 -0.01 0.03 0.09
C -1.5415 6.9700 1.7517 0.02 0.01 0.01
C -2.6019 6.6396 2.5778 0.00 0.00 0.00
C -2.5507 5.4758 3.3322 -0.01 0.00 -0.01
C -1.4446 4.6472 3.2508 -0.04 -0.02 -0.03
C -0.3705 4.9631 2.4212 -0.02 -0.07 -0.16
I 1.2238 3.6265 2.3146 0.08 0.19 0.14
H -1.5628 7.8752 1.1604 0.00 0.00 0.00
H -3.4645 7.2912 2.6296 0.00 0.00 0.00
H -3.3751 5.2052 3.9788 0.00 0.00 0.00
H -1.4089 3.7304 3.8240 0.00 0.00 0.01
O 1.9781 0.0043 2.2550 0.00 0.15 0.12
S 3.2530 0.6648 1.6504 -0.06 -0.28 -0.16
O 3.5758 1.8734 2.3459 -0.04 0.08 0.00
O 2.5894 0.9605 0.2773 0.24 -0.03 0.07
O 4.2872 -0.3112 1.4960 0.11 0.09 0.09

=====

54
Properties=species:S:1:pos:R:3:forces:R:3 method="wB97M-V/def2-TZVPD" total_charge=-2 homo_energy_ev=-1.086 homo_lumo_gap_ev=5.22
W 0.8695 -1.0518 0.7031 0.34 0.58 -0.23
O -0.5325 -1.5801 2.1297 0.11 -0.04 0.22
N -1.7379 -2.0558 1.9336 -0.05 -0.14 -0.18
C -2.5456 -2.0931 3.0044 -0.27 -0.04 0.33
C -3.8093 -2.5974 2.9046 -0.09 0.01 0.11
C -4.2427 -3.0828 1.6583 -0.24 -0.03 0.27
C -3.4034 -3.0365 0.5906 0.15 -0.04 -0.35
C -2.1024 -2.5004 0.7023 0.07 -0.12 -0.07
S -0.9613 -2.3435 -0.5259 0.06 0.09 -0.08
H -2.0924 -1.6906 3.8994 -0.05 -0.03 -0.02
H -4.4493 -2.6088 3.7747 0.02 0.00 0.00
H -5.2405 -3.4902 1.5473 0.02 0.01 0.02
H -3.7032 -3.3998 -0.3835 0.02 0.02 0.03
O 2.6851 -6.6571 -3.0102 0.10 0.18 0.09
C 2.5029 -5.6460 -2.3600 -0.24 -0.17 -0.06
S 2.5093 -5.5851 -0.5994 0.07 0.02 -0.01
C 2.1410 -3.8759 -0.4180 0.05 -0.01 -0.03
C 1.9578 -3.1835 -1.5552 -0.01 -0.01 -0.03
S 1.5927 -1.4736 -1.6395 -0.05 0.00 -0.06
S 2.0972 -4.0795 -3.0600 0.08 -0.01 0.01
S 2.0749 -3.1887 1.1857 -0.11 0.06 0.01
Cl 5.1642 4.0598 2.3699 -0.01 -0.02 -0.03
C 4.0900 2.7012 2.5078 -0.03 -0.08 -0.07
C 3.5398 2.3675 3.7309 -0.04 -0.07 -0.02
Cl 3.9140 3.3072 5.1449 -0.01 -0.02 0.00
C 2.6667 1.2715 3.8333 0.03 0.02 -0.01
Cl 1.9371 0.8399 5.3491 0.00 0.01 0.01
C 2.3401 0.5133 2.7131 -0.01 0.12 -0.03
O 1.5292 -0.4945 2.6906 -0.14 0.14 -0.15
C 2.9329 0.8427 1.4608 -0.10 0.09 0.10
O 2.6025 0.0535 0.4649 -0.05 -0.17 -0.04
C 3.7776 1.9328 1.3676 0.19 0.00 0.02
Cl 4.4789 2.2954 -0.1743 -0.03 0.03 0.01
C -2.9874 0.6959 0.1779 0.01 0.07 -0.02
C -2.1350 1.9590 0.1506 0.06 -0.06 -0.01
C -0.6439 1.6613 0.0472 -0.08 -0.19 0.10
N -0.0975 0.5747 0.3455 0.21 -0.30 0.12
H -4.0375 0.9301 0.3793 0.04 0.01 -0.02
H -2.6270 0.0216 0.9532 -0.06 0.08 0.00
H -2.9240 0.1616 -0.7735 0.03 0.00 0.07
H -2.3138 2.5480 1.0586 0.02 0.02 -0.02
H -2.4246 2.5991 -0.6869 -0.02 0.01 -0.04
S 0.3452 3.0630 -0.5738 0.01 -0.04 0.06
C 0.0052 2.9278 -2.3054 0.00 0.02 -0.07
C 0.0410 4.0825 -3.0912 -0.02 -0.05 -0.02
C -0.1769 4.0127 -4.4601 0.00 -0.01 0.01
C -0.4461 2.7916 -5.0673 0.01 0.02 0.04
C -0.4807 1.6411 -4.2887 0.00 -0.02 0.05
C -0.2527 1.7009 -2.9199 0.03 0.04 -0.06
H 0.2380 5.0372 -2.6165 -0.01 -0.02 -0.01
H -0.1411 4.9203 -5.0540 0.00 -0.03 0.02
H -0.6168 2.7358 -6.1363 0.00 0.00 0.02
H -0.6646 0.6750 -4.7474 0.01 0.05 0.03
H -0.2429 0.7909 -2.3325 -0.02 -0.01 0.02